Record 1
Computed, not measured: a structure of composition C11H8BF2IrN3S at a distorted geometry, with ωB97M-V with the def2-TZVPD basis set.

Geometry as XYZ:
```
27
Properties=species:S:1:pos:R:3:forces:R:3:lowdin_charge:R:1
Ir -0.13548 -0.23453 -0.07205 -0.192 0.121 -2.829 1.35
C -1.99865 3.46053 -1.35660 0.057 -0.018 -0.100 -0.01
C -0.98587 4.08558 -2.06638 0.017 -0.024 0.018 0.00
C 0.25352 3.47167 -2.16657 -0.084 0.146 -0.157 0.03
C 0.45160 2.24605 -1.56255 0.082 0.230 -0.117 -0.19
N -0.54452 1.64633 -0.89438 0.370 -0.373 1.665 -0.06
C -1.73610 2.23515 -0.77778 -0.262 -0.038 -0.056 -0.07
C 1.72183 1.51455 -1.55893 0.173 0.178 -0.113 -0.19
C 2.88291 1.95716 -2.16009 0.176 -0.001 -0.142 0.03
C 4.03608 1.19383 -2.05331 -0.024 0.001 0.019 0.00
C 4.00169 0.00620 -1.34079 -0.042 0.060 -0.094 0.00
C 2.80810 -0.38068 -0.76469 0.088 -0.246 -0.026 -0.07
N 1.70174 0.35383 -0.88654 -0.600 0.091 1.638 -0.05
H -2.97583 3.90870 -1.25436 -0.003 -0.022 0.034 0.13
H -1.15557 5.04477 -2.53594 0.010 0.002 0.010 0.13
H 1.05132 3.95622 -2.70928 0.015 -0.038 0.000 0.12
H -2.48904 1.69579 -0.21909 0.050 -0.026 0.048 0.13
H 2.90410 2.89001 -2.70334 -0.042 -0.007 -0.003 0.12
H 4.95276 1.52830 -2.51931 -0.004 0.008 0.007 0.13
H 4.88002 -0.61256 -1.23226 -0.019 -0.016 0.030 0.13
H 2.71827 -1.30074 -0.20349 -0.050 0.034 0.048 0.13
F 1.17556 0.02745 2.53749 0.213 -0.101 0.120 0.17
B -0.01236 0.00724 1.95865 0.476 0.328 -1.146 -0.78
F -1.07448 0.13290 2.72112 -0.329 0.010 -0.029 0.19
S -2.43719 -4.11930 -1.37787 0.010 0.035 -0.005 0.78
C -1.64473 -2.84438 -0.96642 0.109 0.073 0.163 -0.94
N -1.02532 -1.84478 -0.69291 -0.195 -0.405 1.018 -0.21
```
Forces are in eV/Å.

Spin multiplicity = 1
HOMO = -11.83 eV
LUMO level = -4.952 eV
Orbital gap = 6.8757 eV
ΔE to the lowest compared entry with this formula, charge and spin = 16.4 kJ/mol
Charge = +1
Maximum force = 0.05520 Eh/bohr



Record 2
Computed, not measured: a structure of composition C11H8BrMoS at a distorted geometry, with ωB97M-V with the def2-TZVPD basis set.

Geometry as XYZ:
```
22
Properties=species:S:1:pos:R:3:forces:R:3:lowdin_charge:R:1
Mo -0.10021 -2.67009 0.70538 -0.319 -0.292 1.111 0.90
Br 5.68619 -0.49133 0.22114 -0.081 0.057 0.024 -0.79
C 1.39283 -0.06328 0.09531 0.134 0.050 0.064 -0.54
C 2.15115 1.08633 0.22267 0.024 -0.003 -0.035 -0.11
C 1.49807 2.31760 0.12863 0.006 0.025 -0.018 -0.08
C 0.11705 2.38835 0.06988 -0.011 0.015 0.003 -0.06
C -0.64443 1.21786 -0.06241 0.009 -0.051 -0.056 -0.18
C -2.06248 1.12328 0.23425 -0.014 0.070 -0.008 -0.06
C -2.61389 -0.08161 0.50392 -0.091 -0.152 0.037 -0.12
C -1.95145 -1.33051 0.19376 0.610 0.617 0.837 -0.19
C -0.70509 -1.22732 -0.54569 -0.414 0.081 -0.709 -0.56
C 0.03800 0.01270 -0.25347 0.151 -0.035 -0.020 -0.19
H 3.21225 1.00769 0.44206 0.007 -0.015 0.003 0.02
H 2.07840 3.22809 0.21498 0.001 -0.005 0.005 0.10
H -0.38561 3.34301 0.17746 -0.012 -0.008 0.014 0.10
H -2.62626 2.03281 0.40473 0.005 0.006 -0.017 0.10
H -3.62627 -0.12764 0.89120 0.016 0.001 0.015 0.09
H -2.49949 -2.24047 0.45825 -0.080 -0.154 -1.007 0.07
S 1.94480 -1.61769 0.79685 0.118 -0.067 -0.296 0.57
C -0.35675 -2.32290 -1.42099 -0.085 -1.162 1.077 -0.15
H -1.18772 -2.86953 -1.85290 0.079 0.024 -0.233 0.04
H 0.64091 -2.71534 -1.62502 -0.053 0.998 -0.791 0.03
```
Forces are in eV/Å.

Spin multiplicity = 3
HOMO (spin up / spin down) = -3.61 / -3.61 eV
LUMO level (spin up / spin down) = 1.491 / 1.284 eV
Orbital gap (spin up / spin down) = 5.0962 / 4.8976 eV
Charge = -1
Maximum force = 0.03085 Eh/bohr



Record 3
Computed, not measured: a structure of composition C11H8CaN2O3S, with ωB97M-V with the def2-TZVPD basis set.

Geometry as XYZ:
```
26
Properties=species:S:1:pos:R:3:forces:R:3:lowdin_charge:R:1
Ca 0.10467 0.08974 -0.02974 -0.126 -0.014 -0.117 1.34
O 3.83824 -0.17489 1.96345 0.061 -0.019 0.032 0.06
C 2.66875 -0.20408 1.63861 -0.223 -0.026 -0.399 -0.63
O 2.17427 -0.26324 0.44913 0.356 -0.100 0.279 -0.26
C 1.61362 -0.16848 2.75117 -0.017 -0.006 0.150 -0.18
C 2.02441 -0.13588 4.07567 -0.048 -0.002 -0.045 0.01
C 1.06640 -0.11406 5.07211 0.060 0.010 0.098 -0.05
C -0.27506 -0.12538 4.72066 -0.041 -0.006 -0.068 -0.05
C -0.59854 -0.15195 3.37793 -0.071 0.042 -0.175 -0.12
N 0.31761 -0.17134 2.40566 0.219 -0.043 0.062 0.01
H 3.08682 -0.12867 4.27088 -0.008 0.000 0.038 0.12
H 1.35858 -0.08681 6.11434 0.000 -0.007 -0.008 0.11
H -1.06066 -0.11236 5.46303 0.021 0.006 0.015 0.11
H -1.63174 -0.15330 3.04813 -0.016 -0.004 0.048 0.10
O -2.11885 0.35878 0.09665 -0.020 0.219 0.198 -0.36
N -2.52510 1.42080 0.80527 0.192 -0.441 -0.269 -0.23
C -3.70536 1.27427 1.45794 0.146 0.077 -0.087 -0.04
C -4.21163 2.26470 2.24412 0.005 -0.003 -0.018 -0.06
C -3.47289 3.44917 2.35916 -0.139 0.038 0.103 -0.07
C -2.29325 3.57873 1.68509 0.292 0.007 -0.235 -0.09
C -1.76705 2.55325 0.86008 -0.332 0.232 0.199 -0.70
S -0.29293 2.75380 -0.00169 -0.237 0.005 0.124 0.54
H -4.16402 0.31419 1.28098 -0.044 0.009 0.036 0.13
H -5.15347 2.11429 2.75017 0.009 0.032 0.009 0.11
H -3.83213 4.26222 2.97632 -0.004 -0.018 -0.002 0.11
H -1.70080 4.48003 1.75019 -0.036 0.012 0.031 0.10
```
Forces are in eV/Å.

Spin multiplicity = 1
HOMO = -8.22 eV
LUMO level = -0.191 eV
Orbital gap = 8.0262 eV
Charge = 0
Maximum force = 0.01071 Eh/bohr



Record 4
Computed, not measured: the ion C11H8I2O5P with charge -1 at a distorted geometry, with ωB97M-V with the def2-TZVPD basis set.

Geometry as XYZ:
```
27
Properties=species:S:1:pos:R:3:forces:R:3:lowdin_charge:R:1
O -3.23479 0.59055 2.32830 -0.051 0.236 -0.049 0.10
C -3.03319 0.46171 1.13841 0.043 -0.049 0.333 -0.34
C -4.13608 0.59742 0.15538 0.218 -0.095 -0.309 0.02
C -4.02938 0.00319 -1.03140 -0.118 0.238 0.097 0.02
C -2.81237 -0.75689 -1.42534 -0.103 -0.094 -0.188 -0.34
O -2.86250 -1.53312 -2.35681 0.105 0.099 -0.023 0.11
C -1.58570 -0.49037 -0.64418 0.157 0.026 0.133 -0.10
C -0.33061 -0.84494 -1.11740 0.054 -0.149 -0.013 -0.04
C 0.82203 -0.59961 -0.37993 0.217 0.341 0.517 -0.33
P 2.32437 -1.20880 -1.26765 0.080 -0.341 -0.470 0.52
O 3.08377 0.20412 -1.57093 -0.520 0.171 -0.112 -0.47
I 3.64437 -2.39575 0.41192 -0.922 -0.311 0.784 0.31
C 0.70159 0.04639 0.86901 0.120 -0.087 -0.143 -0.16
C 1.86990 0.38472 1.76835 -0.560 0.514 0.023 -0.23
O 3.04636 0.72402 1.10283 0.363 -0.146 0.239 -0.22
O 2.84256 2.03998 0.57156 -0.026 0.050 -0.017 -0.02
C -0.55509 0.39815 1.34475 0.172 -0.332 -0.187 0.05
C -1.68830 0.11907 0.60263 -0.284 0.079 -0.018 -0.09
H -5.00609 1.16410 0.45441 -0.103 -0.097 0.117 0.12
H -4.81693 0.03877 -1.77151 -0.081 -0.092 -0.015 0.12
H -0.24050 -1.33206 -2.07935 -0.102 -0.060 -0.062 0.10
H 3.64953 0.04900 -2.34549 0.529 0.002 0.277 -0.04
H 1.55739 1.23334 2.38420 0.041 0.015 0.118 0.12
H 2.08888 -0.43642 2.44877 0.260 -0.198 -0.199 0.11
H 3.21502 1.90146 -0.31488 -0.083 -0.170 -0.062 0.08
H -0.64494 0.87628 2.30976 -0.113 0.068 0.045 0.13
I 6.13067 -1.23430 -1.58541 0.706 0.384 -0.815 -0.54
```
Forces are in eV/Å.

Spin multiplicity = 1
HOMO = -3.49 eV
LUMO level = 0.640 eV
Orbital gap = 4.1328 eV
Charge = -1
Maximum force = 0.02430 Eh/bohr



Record 5
Computed, not measured: the molecule C11H8O2 at a distorted geometry, with ωB97M-V with the def2-TZVPD basis set.

Geometry as XYZ:
```
21
Properties=species:S:1:pos:R:3:forces:R:3:lowdin_charge:R:1
O 3.82904 -0.29662 -0.41084 -3.343 -0.364 0.878 0.05
C 2.68549 -0.66858 -0.03666 3.961 0.469 -1.983 -0.53
O 2.66390 -1.82044 0.56661 -4.803 -4.127 2.029 0.07
C 1.46675 0.11967 -0.18483 0.252 1.441 1.486 -0.07
C 1.78411 1.45595 0.09766 -3.098 -0.985 -1.043 0.01
C 0.72090 2.35929 0.12696 -1.111 4.410 -2.085 -0.06
C -0.61687 2.02474 -0.03430 4.040 -0.045 1.026 -0.05
C -0.88426 0.68142 -0.03157 -2.532 -0.718 0.188 -0.19
C -2.27439 0.36632 0.10488 -0.383 -0.255 -1.355 -0.02
C -2.66054 -0.96358 0.04289 -3.504 4.068 2.541 -0.11
C -1.70246 -1.90498 -0.12179 -0.912 -3.744 -0.871 -0.14
C -0.40239 -1.66151 -0.35524 3.259 0.312 -0.222 -0.04
C 0.10778 -0.31691 -0.15468 -0.293 -0.529 -0.787 -0.09
H 1.59853 -2.27478 0.81232 4.587 2.567 -1.152 0.25
H 2.76456 1.77306 0.19397 1.729 0.373 0.104 0.10
H 0.82266 3.53942 -0.11278 0.667 -2.745 1.363 0.16
H -1.31855 2.79940 -0.01396 -1.224 0.686 -0.137 0.10
H -3.01366 1.23336 0.05382 1.035 -1.417 0.495 0.14
H -3.77171 -1.08820 0.39630 2.235 -0.644 -1.271 0.15
H -2.14978 -2.91427 -0.20417 0.925 0.279 -0.006 0.12
H 0.35089 -2.44277 -0.73455 -1.487 0.968 0.802 0.14
```
Forces are in eV/Å.

Spin multiplicity = 1
HOMO = -8.83 eV
LUMO level = -0.394 eV
Orbital gap = 8.4356 eV
SMILES string = O=C(O)c1cccc2ccccc12
ΔE to the lowest compared entry with this formula, charge and spin = 225.8 kJ/mol
Charge = 0
Maximum force = 0.12931 Eh/bohr



Record 6
Computed, not measured: the molecule C11H8O2 at a distorted geometry, with ωB97M-V with the def2-TZVPD basis set.

Geometry as XYZ:
```
21
Properties=species:S:1:pos:R:3:forces:R:3:lowdin_charge:R:1
C -1.32236 3.24087 -0.36601 0.136 -0.800 1.393 -0.07
C -0.92211 1.72096 -0.29551 -0.559 -0.040 -0.765 -0.23
C -1.90536 0.76383 -0.81161 2.543 -1.674 1.147 -0.01
C -1.58205 -0.66470 -0.71937 1.045 1.630 0.828 0.00
C -0.31677 -1.05304 -0.12940 1.215 0.799 0.235 -0.07
C 0.68328 -0.07815 0.35175 -1.883 0.188 -0.878 -0.06
C 0.36184 1.33951 0.26067 -1.052 -1.937 -0.459 0.03
C 2.01611 -0.59688 0.96786 -0.901 -0.514 -0.603 -0.32
O 2.67538 0.10505 1.69541 -0.012 -0.260 -0.374 0.09
C 2.44835 -2.05644 0.63091 -0.409 0.152 -0.278 0.01
C 1.56578 -2.98782 0.19403 -0.183 1.639 0.119 0.02
C 0.07492 -2.55323 0.04452 -0.185 0.046 -0.149 -0.32
O -0.79726 -3.39408 0.08491 0.405 0.209 -0.183 0.08
H -1.62263 3.50825 0.69024 0.258 -0.068 -1.028 0.09
H -0.45627 3.90021 -0.61277 -0.793 -0.563 -0.109 0.08
H -2.22833 3.41661 -0.99176 0.969 -0.138 0.232 0.07
H -2.87419 1.06346 -1.26360 0.949 -0.013 0.457 0.11
H -2.29692 -1.44534 -1.06342 0.744 0.696 0.333 0.12
H 1.09977 2.09240 0.61549 -0.762 -0.622 -0.311 0.13
H 3.52831 -2.28718 0.76418 -0.939 0.271 0.079 0.12
H 1.87051 -4.03428 -0.04650 -0.586 1.000 0.314 0.12
```
Forces are in eV/Å.

Spin multiplicity = 1
HOMO = -9.39 eV
LUMO level = -0.888 eV
Orbital gap = 8.4973 eV
SMILES string = Cc1ccc2c(c1)C(=O)C=CC2=O
ΔE to the lowest compared entry with this formula, charge and spin = 174.5 kJ/mol
Charge = 0
Maximum force = 0.06327 Eh/bohr